A) 19
Properties=species:S:1:pos:R:3 method="wB97M-V/def2-TZVPD" smiles=N[C@H](CS)CNC[O-] total_charge=-1 gap_ha=0.214 molar_mass_da=135.21
N -1.297 0.073 2.043
C -0.488 0.245 0.850
C -1.175 -0.261 -0.391
S -2.602 0.729 -0.981
C 0.902 -0.455 0.900
N 1.950 0.403 0.395
C 2.928 -0.268 -0.610
O 2.365 -1.234 -1.281
H -1.318 -0.841 2.464
H -1.178 0.787 2.746
H -0.242 1.303 0.784
H -1.493 -1.286 -0.227
H -0.527 -0.213 -1.267
H -3.431 0.545 0.059
H 1.119 -0.831 1.912
H 0.951 -1.332 0.249
H 2.440 0.910 1.129
H 3.850 -0.568 -0.029
H 3.255 0.653 -1.176



B) 19
Properties=species:S:1:pos:R:3 method="wB97M-V/def2-TZVPD" smiles=N[C@H](CS)CNC[O-] total_charge=-1 gap_ha=0.193 molar_mass_da=135.21
N -0.303 2.106 0.651
C 0.012 0.675 0.770
C 1.448 0.300 0.432
S 2.605 0.893 1.726
C -1.063 -0.152 -0.007
N -0.621 -1.462 -0.408
C -0.715 -1.887 -1.838
O -1.704 -2.757 -2.067
H 0.216 2.629 -0.042
H -0.261 2.628 1.515
H -0.133 0.458 1.801
H 1.821 0.682 -0.505
H 1.467 -0.775 0.452
H 1.935 2.005 2.038
H -1.875 -0.262 0.720
H -1.368 0.396 -0.899
H -0.918 -2.230 0.174
H 0.278 -2.323 -2.111
H -0.820 -0.922 -2.400



Stability check: which of them is most stable? A).